(1)
Density functional theory data (wB97M-V/def2-TZVPD) for C26H18BF16N3O3Pt as an isolated structure.

Geometry as XYZ:
```
68
Properties=species:S:1:pos:R:3:forces:R:3:lowdin_charge:R:1
Pt 0.0013 -0.4503 -0.0146 -0.304 -0.644 -0.745 1.226
C 1.0962 -5.9051 -4.1970 -0.022 0.013 0.024 -0.077
C 0.4920 -4.7982 -3.3708 0.036 -0.019 -0.009 -0.295
C -0.6746 -4.1463 -3.7540 -0.049 0.044 0.004 -0.066
C -1.1863 -3.1065 -3.0092 0.045 -0.009 -0.078 -0.022
C -0.5647 -2.6410 -1.8281 -0.307 -0.279 0.398 -0.218
N -1.1267 -1.6317 -1.1056 0.048 0.133 -0.295 -0.120
C -2.4684 -1.2648 -1.2242 0.122 -0.317 -0.088 -0.234
C -3.4410 -2.2574 -1.0322 -0.093 -0.066 -0.119 -0.024
C -4.7916 -1.9833 -1.0920 0.036 0.004 0.002 -0.059
C -5.2344 -0.6844 -1.3237 -0.019 0.021 -0.029 -0.281
C -6.7028 -0.3429 -1.3688 0.035 -0.013 0.019 -0.069
C -4.2756 0.3023 -1.4881 0.049 -0.008 0.035 0.005
C -2.9030 0.0498 -1.4417 -0.083 0.180 0.196 -0.059
C -1.8999 1.2018 -1.6567 -0.051 -0.302 -0.343 -0.358
O -0.6047 0.9590 -1.3397 0.081 0.524 0.637 -0.256
C -1.8803 1.4666 -3.1999 0.118 0.015 0.060 -0.538
F -1.2655 0.4541 -3.8271 -0.018 -0.018 -0.025 0.151
F -1.2165 2.5937 -3.5115 0.034 -0.027 -0.011 0.149
F -3.1003 1.5753 -3.7754 -0.034 0.043 -0.004 0.123
C -2.3779 2.5131 -0.9400 0.011 0.004 -0.119 -0.545
F -1.3888 3.3746 -0.8041 -0.038 0.034 -0.073 0.181
F -3.3572 3.1686 -1.6458 -0.041 -0.043 0.046 0.099
F -2.8990 2.2538 0.2632 0.062 -0.003 0.070 0.162
C 0.6249 -3.3106 -1.4211 0.127 0.096 -0.030 -0.055
C 1.1046 -4.3569 -2.2075 0.052 0.059 -0.045 -0.017
C 1.3791 -2.9826 -0.1021 -0.098 -0.222 -0.013 -0.353
O 0.7649 -2.1672 0.7991 -0.046 0.298 0.130 -0.273
C 1.5830 -4.3229 0.7030 -0.064 0.067 -0.016 -0.531
F 1.8151 -4.1011 2.0105 0.059 0.024 0.011 0.125
F 0.4933 -5.1002 0.6459 -0.054 -0.002 0.030 0.154
F 2.6236 -5.0807 0.2807 -0.002 -0.041 -0.057 0.121
C 2.8096 -2.4199 -0.4234 -0.012 -0.072 0.099 -0.539
F 3.5062 -3.1301 -1.3383 0.029 -0.011 0.032 0.126
F 2.7641 -1.1691 -0.8781 0.008 0.000 -0.050 0.143
F 3.5700 -2.4053 0.6972 -0.003 0.049 0.009 0.131
H 0.3359 -6.4025 -4.8033 0.001 -0.001 0.004 0.062
H 1.5660 -6.6617 -3.5642 -0.001 0.007 -0.001 0.067
H 1.8652 -5.5308 -4.8802 -0.002 0.001 -0.002 0.069
H -1.1913 -4.4515 -4.6601 0.005 0.009 0.004 0.101
H -2.0867 -2.6040 -3.3374 0.013 0.001 -0.011 0.110
H -3.0922 -3.2650 -0.8392 -0.013 0.011 0.013 0.118
H -5.5113 -2.7824 -0.9404 0.006 0.001 -0.001 0.099
H -7.3106 -1.2416 -1.4918 0.004 0.007 0.000 0.062
H -6.9260 0.3321 -2.1976 0.000 -0.003 0.005 0.071
H -7.0258 0.1533 -0.4495 -0.002 -0.005 -0.003 0.074
H -4.6140 1.3145 -1.6670 0.008 -0.004 0.003 0.116
H 2.0068 -4.8693 -1.9009 -0.009 0.001 0.014 0.109
F -0.6003 5.0979 2.1394 0.025 -0.021 0.011 0.083
B 0.3554 4.0704 2.0687 0.049 -0.022 0.035 -1.243
F 1.4407 4.4921 1.2476 -0.072 -0.027 0.045 0.062
F 0.8530 3.7877 3.3649 -0.011 0.032 -0.097 0.072
F -0.2122 2.9025 1.5245 0.045 0.300 0.258 0.095
N 2.3916 -1.8492 4.3270 -0.020 0.047 0.010 0.179
C 2.7471 -0.5410 4.4653 -0.064 -0.031 -0.014 -0.497
O 3.2718 -0.1074 5.4779 0.074 -0.025 -0.028 0.035
C 2.4631 0.2906 3.2577 0.016 -0.032 0.091 -0.116
C 3.3105 1.3258 2.8910 0.028 0.102 0.015 0.013
C 3.0862 1.9753 1.6943 0.011 -0.028 0.000 -0.029
C 2.0447 1.5544 0.8837 -0.153 0.124 0.066 -0.100
N 1.2183 0.5745 1.2498 0.429 0.023 -0.015 -0.102
C 1.4047 -0.0209 2.4297 0.046 0.063 -0.015 -0.075
H 2.6282 -2.4762 5.0749 -0.007 0.003 0.007 0.103
H 2.1337 -2.2303 3.4294 0.002 -0.014 0.009 0.077
H 4.1232 1.6031 3.5502 0.002 -0.001 -0.013 0.121
H 3.6962 2.8057 1.3739 -0.014 0.031 0.015 0.112
H 1.8307 2.0248 -0.0650 -0.030 -0.022 -0.011 0.130
H 0.6874 -0.7844 2.6886 0.021 -0.037 -0.045 0.113
```
Forces are in eV/Å.

Computed properties:
Energy above the lowest of the compared OMol25 structures with the same formula, charge and spin   103.32 kJ/mol
LUMO level   4.363 eV
Spin multiplicity   1
Max |F|   1.0 eV Å⁻¹
Charge   -2

***

(2)
Density functional theory data (wB97M-V/def2-TZVPD) for C37H49BBrF4IrN4O2PTe as an isolated structure.

Geometry as XYZ:
```
101
Properties=species:S:1:pos:R:3:forces:R:3:lowdin_spin:R:1
Ir 0.6035 0.3321 -0.9057 -0.294 0.149 -0.768 2.158
C -2.2831 -0.1936 1.6353 1.093 0.048 -1.547 0.009
C -0.9069 -0.0805 2.4064 -0.786 1.103 -1.571 0.004
C -0.4801 -1.4370 2.8556 0.561 -0.014 0.827 0.000
P 0.3653 0.7852 1.3079 -1.155 -1.456 0.013 0.065
C 0.0907 2.5021 1.7917 0.786 0.344 -0.053 0.027
C 1.1770 3.2656 1.0298 0.734 0.948 0.720 0.018
C -1.2786 3.1143 1.4964 0.162 -1.294 -0.417 0.004
C 2.0643 0.4148 1.8466 0.308 0.050 -1.309 0.016
C 2.4906 0.4444 3.1365 -0.488 0.614 1.884 -0.004
C 3.8443 0.5034 3.5075 0.120 0.074 1.917 0.019
C 4.2428 0.5703 5.0219 -0.367 -0.741 -0.748 0.003
C 4.7842 0.5364 2.5141 0.077 0.339 -0.962 -0.002
C 4.3864 0.4783 1.1536 -0.755 -0.570 1.592 0.025
C 3.0367 0.3111 0.7818 0.007 -0.538 0.079 0.012
N 2.5988 -0.0253 -0.5256 0.405 0.371 1.083 0.247
C 3.6107 -0.0547 -1.5144 0.850 0.084 -0.715 0.020
C 4.1456 1.1558 -1.9862 0.455 -0.885 -1.574 0.019
C 3.4558 2.4300 -1.6897 -2.162 -0.530 0.144 0.014
C 5.2030 1.0940 -2.9335 -1.806 3.501 0.837 0.000
C 5.7396 -0.0432 -3.3847 1.975 -1.178 -1.033 0.011
C 6.9870 -0.0018 -4.2647 -0.327 -1.448 0.792 0.002
C 5.1809 -1.2317 -2.9888 -1.396 -0.016 1.007 -0.003
C 4.0812 -1.2536 -2.1098 -0.054 0.625 -0.534 0.014
C 3.3817 -2.5282 -1.8346 0.766 -0.416 1.482 0.002
H -3.0644 -0.5636 2.2778 -0.237 -0.246 0.389 0.001
H -2.1792 -0.8764 0.7456 -0.060 0.357 0.977 0.004
H -2.6515 0.7332 1.1530 0.439 -0.258 0.532 0.001
H -1.0760 0.6528 3.1958 0.155 -0.241 0.462 0.001
H -0.2040 -2.0238 2.0004 0.092 -0.402 -0.378 0.000
H -1.3157 -1.9137 3.3433 -0.251 -0.393 0.284 0.000
H 0.3835 -1.4303 3.5396 -0.300 0.035 -0.199 0.000
H 0.2875 2.5929 2.8756 0.053 -0.183 -0.255 0.002
H 0.9411 3.3202 -0.0505 0.239 -0.002 0.488 0.011
H 2.2215 2.8662 1.2207 -1.260 0.367 -0.398 0.000
H 1.1498 4.2801 1.4797 0.232 -0.206 -0.639 0.001
H -1.5036 3.0811 0.4151 -0.140 -0.290 0.589 0.002
H -1.1954 4.1340 1.7496 -0.020 1.436 0.389 0.000
H -2.0535 2.6765 2.1389 0.034 0.028 -0.410 0.000
H 1.7096 0.5319 3.9413 0.844 -0.129 -0.717 0.000
H 3.8788 -0.3585 5.5141 0.235 0.563 -0.155 0.001
H 3.7667 1.4168 5.5247 0.007 -0.054 -0.107 0.001
H 5.3335 0.6354 5.2119 -0.586 -0.024 -0.430 0.000
H 5.8542 0.6403 2.7818 -0.723 -0.134 -0.343 -0.001
H 5.1790 0.4201 0.4737 0.756 0.003 -1.308 0.002
H 3.6310 2.7045 -0.6798 0.300 0.643 1.034 0.001
H 2.3251 2.2892 -1.7288 1.306 0.038 -0.017 0.013
H 3.6226 3.2518 -2.3538 0.634 0.372 -0.435 0.001
H 5.4734 2.0723 -3.4010 0.116 -0.827 0.548 0.000
H 7.0044 -0.8368 -4.9972 0.012 0.665 0.305 0.000
H 7.8808 -0.0823 -3.6351 -0.093 -0.282 0.012 0.001
H 7.0888 0.9487 -4.7114 -0.086 0.994 -0.950 0.000
H 5.5502 -2.1508 -3.3820 0.147 -0.644 -0.230 0.000
H 3.8013 -3.3530 -2.3857 0.119 -0.287 -0.310 0.000
H 2.3142 -2.5465 -1.8939 -0.578 0.471 -0.714 0.000
H 3.5462 -2.7227 -0.7729 0.190 -0.416 0.164 0.001
F -1.5613 2.9017 -1.6462 0.117 -0.202 0.299 0.031
B -0.9540 3.2063 -2.8698 0.269 -0.208 -0.167 0.017
F -1.2755 2.1758 -3.7977 -0.142 0.061 -0.090 0.007
F -1.3873 4.4382 -3.2939 -0.182 0.404 -0.375 0.001
F 0.4646 3.2158 -2.7433 -0.083 -0.131 0.238 0.014
N 0.9709 -1.0292 -3.7242 0.297 -0.781 -1.489 0.000
N 0.8288 0.3167 -3.2307 -1.873 -0.818 0.071 0.031
H 0.7082 -1.1248 -4.7270 0.354 0.729 0.744 0.000
H 0.3010 -1.6476 -3.2824 0.021 0.401 0.756 0.000
H -0.1126 0.6619 -3.5111 0.965 0.372 0.155 0.008
H 1.5349 0.8860 -3.6820 0.019 0.102 0.284 0.002
C -8.7499 0.7759 1.9092 0.816 2.024 0.517 0.004
C -7.5547 0.6017 0.9972 -0.844 -0.848 -0.294 0.022
C -7.3636 -0.6395 0.3533 -0.688 -0.005 0.883 -0.005
C -6.3236 -0.7997 -0.5426 0.400 -0.768 0.613 0.022
C -6.0357 -2.1831 -1.0782 1.410 0.676 -1.032 0.023
C -5.4108 0.2503 -0.7560 0.052 0.403 0.106 0.060
Te -3.8752 -0.0690 -2.1472 0.472 0.208 -0.065 0.757
C -5.5214 1.4598 -0.0389 -0.998 -1.134 0.131 0.029
C -4.5316 2.5591 -0.0491 -0.325 0.189 -0.963 0.014
C -6.6425 1.6131 0.7889 0.341 -0.223 -0.359 -0.004
H -9.6488 0.2907 1.6244 -0.558 -0.921 -0.357 0.000
H -9.0453 1.8420 2.0140 0.316 -0.332 -0.407 0.000
H -8.4767 0.5496 2.9305 -0.039 -0.615 0.356 0.001
H -8.0193 -1.5115 0.6587 0.753 1.108 -0.644 0.000
H -6.8112 -2.8678 -0.8498 -0.902 -0.618 0.128 0.001
H -5.0898 -2.6035 -0.6642 -0.516 0.413 -0.175 0.005
H -5.8616 -2.1275 -2.1838 -0.284 -0.210 0.789 0.008
H -3.8334 2.4583 0.7497 0.371 0.089 0.803 0.001
H -5.0387 3.5184 -0.0189 0.052 0.201 0.247 0.001
H -3.9436 2.5396 -0.9419 0.469 0.111 -0.609 0.014
H -6.7601 2.5699 1.2639 -0.188 0.273 0.317 -0.001
Br -0.6895 -7.1308 2.1168 -0.037 -0.120 0.232 0.000
C 0.0025 -5.5337 1.3888 1.014 0.479 0.256 0.000
C 1.3214 -5.1241 1.6973 -1.013 -0.237 -1.106 0.000
N 1.8844 -4.0584 1.0936 0.501 -1.291 1.995 0.000
C 1.1429 -3.3194 0.3257 -1.366 -0.001 -1.211 -0.001
C -0.1850 -3.6556 -0.0194 -0.637 1.774 -0.197 0.003
C -0.7849 -4.7695 0.5428 1.242 0.821 0.012 0.001
C -1.0423 -2.6088 -0.8662 0.633 -0.508 -0.270 0.020
O -2.2394 -2.8321 -1.1055 1.605 0.310 0.542 0.061
O -0.3107 -1.6256 -1.3223 -1.116 -1.063 0.415 0.132
H 1.9075 -5.7102 2.3974 0.103 0.111 -0.125 0.000
H 1.6104 -2.4324 -0.0675 -0.216 0.186 -0.045 -0.001
H -1.8191 -4.9047 0.3694 -0.869 -0.525 -0.238 0.000
```
Forces are in eV/Å.

Computed properties:
LUMO level (spin up / spin down)   2.251 / 1.211 eV
Spin multiplicity   5
Max |F|   4.0 eV Å⁻¹
<S²>   6.02
Charge   -1